No. 1
C41H69N3O19 | wB97M-V/def2-TZVPD

- calculated total energy (eV) = -87011.74729
- SMILES string = O=C1CCCO1.O=C1CCCO1.O=C1CCCO1.O=C1CCCO1.O=C1CCCO1.O=C1CCCO1.O=C1CCCO1.O=C1CCCO1.CNC(C)=O.CNC(C)=O.CNC(C)=O
- largest force on an atom (eV Å⁻¹) = 4.606
- net charge = 0
- molecular weight (g/mol) = 908.00
- 2S+1 = 1

Last columns: bonded neighbours and bond lengths (Å).
Cartesian coordinates (Å):
1 O 10.4477 17.2788 9.5010  C38 1.197
2 O 9.8852 14.6781 15.6823  C36 1.322, C55 1.400
3 O 14.4641 8.5584 12.3236  C48 1.214
4 O 8.4919 12.6587 12.0058  C28 1.462, C40 1.358
5 O 9.6597 6.9494 11.8223  C60 1.186
6 O 9.4292 7.9839 13.7646  C49 1.465, C60 1.376
7 O 10.7964 11.5142 8.4672  C37 1.238
8 O 15.6076 12.2506 18.5472  C46 1.203
9 O 8.9440 10.3097 7.8823  C23 1.489, C37 1.322
10 O 13.2024 11.8322 13.8901  C54 1.243
11 O 6.5821 13.7056 11.4187  C40 1.190
12 O 13.6999 13.6166 8.7011  C27 1.441, C29 1.371
13 O 13.7896 17.3001 14.8536  C43 1.194
14 O 16.6062 9.2659 12.4063  C48 1.377, C57 1.429
15 O 13.1592 15.2165 10.1474  C29 1.177
16 O 11.9838 14.1693 16.3866  C36 1.254
17 O 10.8529 17.4572 11.6670  C38 1.372, C44 1.440
18 O 15.9644 13.4724 11.6697  C62 1.202
19 O 14.5683 17.1508 16.9444  C30 1.443, C43 1.356
20 N 12.8270 12.5800 11.7904  C54 1.361, C58 1.419, H112 1.024
21 N 14.2616 11.6448 16.8134  C25 1.469, C46 1.340, H81 0.998
22 N 17.4818 15.0975 11.9107  C35 1.462, C62 1.376, H100 1.009
23 C 8.0803 9.2783 8.5212  O9 1.489, C41 1.487, H94 1.103, H130 1.082
24 C 8.6872 14.8662 11.1709  C40 1.527, C63 1.523, H72 1.087, H103 1.087
25 C 13.8751 10.3445 17.3775  N21 1.469, H90 1.101, H102 1.051, H128 1.068
26 C 9.7940 9.9615 10.0073  C37 1.497, C41 1.560, H92 1.121, H108 1.059
27 C 13.4406 13.2333 7.3365  O12 1.441, C47 1.494, H114 1.073, H123 1.081
28 C 9.8935 12.8726 11.6506  O4 1.462, C63 1.505, H65 1.095, H85 1.080
29 C 13.2056 14.8527 9.0287  O12 1.371, O15 1.177, C34 1.487
30 C 14.1075 17.4561 18.2770  O19 1.443, C39 1.503, H76 1.100, H82 1.081
31 C 10.2486 12.4437 16.2279  C36 1.504, C61 1.499, H96 1.075, H124 1.072
32 C 11.7300 8.4872 14.3295  C49 1.543, C52 1.515, H88 1.092, H129 1.079
33 C 13.0743 14.2329 13.4784  C54 1.486, H66 1.084, H99 1.066, H113 1.064
34 C 12.5557 15.3313 7.7793  C29 1.487, C47 1.513, H75 1.128, H79 1.091
35 C 16.4958 16.1472 12.1653  N22 1.462, H101 1.080, H111 1.100, H118 1.086
36 C 10.7938 13.8442 16.1591  O2 1.322, O16 1.254, C31 1.504
37 C 9.8790 10.7231 8.7209  O7 1.238, O9 1.322, C26 1.497
38 C 11.1574 17.7240 10.3560  O1 1.197, O17 1.372, C59 1.514
39 C 12.6109 17.3462 18.1919  C30 1.503, C50 1.478, H86 1.097, H95 1.090
40 C 7.7693 13.6906 11.4983  O4 1.358, O11 1.190, C24 1.527
41 C 8.8514 8.7617 9.6834  C23 1.487, C26 1.560, H71 1.116, H80 1.065
42 C 16.4586 10.5799 14.3294  C53 1.478, C57 1.513, H73 1.068, H107 1.079
43 C 13.5950 17.3802 16.0291  O13 1.194, O19 1.356, C50 1.520
44 C 11.7826 18.0883 12.5682  O17 1.440, C45 1.551, H67 1.090, H126 1.077
45 C 13.0289 18.3597 11.6848  C44 1.551, C59 1.502, H116 1.105, H125 1.124
46 C 15.0605 12.4738 17.4995  O8 1.203, N21 1.340, C51 1.532
47 C 12.4231 14.1860 6.8002  C27 1.494, C34 1.513, H98 1.098, H122 1.130
48 C 15.3728 9.0350 12.9734  O3 1.214, O14 1.377, C53 1.474
49 C 10.2943 8.3664 14.8830  O6 1.465, C32 1.543, H87 1.104, H117 1.069
50 C 12.3213 17.7134 16.7897  C39 1.478, C43 1.520, H68 1.093, H105 1.102
51 C 15.3753 13.7630 16.7350  C46 1.532, H69 1.088, H91 1.106, H127 1.077
52 C 11.6680 7.6267 13.0836  C32 1.515, C60 1.520, H106 1.101, H131 1.104
53 C 15.3848 9.5650 14.3486  C42 1.478, C48 1.474, H104 1.085, H132 1.104
54 C 13.0486 12.7924 13.1159  O10 1.243, N20 1.361, C33 1.486
55 C 8.7466 13.9710 15.2770  O2 1.400, C61 1.485, H74 1.085, H120 1.096
56 C 18.1983 12.9652 10.9408  C62 1.517, H84 1.092, H93 1.102, H121 1.077
57 C 17.4295 9.9278 13.3692  O14 1.429, C42 1.513, H115 1.084, H119 1.077
58 C 13.1023 11.3025 11.2363  N20 1.419, H78 1.086, H83 1.091, H109 1.120
59 C 12.4599 18.4932 10.3013  C38 1.514, C45 1.502, H64 1.071, H70 1.085
60 C 10.1953 7.4736 12.7415  O5 1.186, O6 1.376, C52 1.520
61 C 8.7833 12.7132 16.0656  C31 1.499, C55 1.485, H77 1.077, H97 1.116
62 C 17.1108 13.8177 11.5664  O18 1.202, N22 1.376, C56 1.517
63 C 10.0418 14.3700 11.6578  C24 1.523, C28 1.505, H89 1.117, H110 1.067
64 H 13.0282 18.2250 9.4339  C59 1.071
65 H 10.4122 12.2688 12.4029  C28 1.095
66 H 12.1472 14.6187 13.8868  C33 1.084
67 H 11.8564 17.3980 13.4087  C44 1.090
68 H 11.4745 17.2620 16.2658  C50 1.093
69 H 16.2590 14.2748 17.1118  C51 1.088
70 H 12.0844 19.5091 10.2343  C59 1.085
71 H 8.0917 8.5818 10.4809  C41 1.116
72 H 8.3669 15.7064 11.7826  C24 1.087
73 H 17.0243 10.7702 15.2151  C42 1.068
74 H 8.8719 13.7292 14.2265  C55 1.085
75 H 13.1825 16.1253 7.2810  C34 1.128
76 H 14.6183 16.8046 19.0019  C30 1.100
77 H 8.1557 11.9692 15.6035  C61 1.077
78 H 14.0171 10.7919 11.5211  C58 1.086
79 H 11.6523 15.8889 8.0319  C34 1.091
80 H 9.4497 7.9017 9.4913  C41 1.065
81 H 13.8968 11.9794 15.9472  N21 0.998
82 H 14.4733 18.4392 18.5381  C30 1.081
83 H 13.0632 11.2089 10.1504  C58 1.091
84 H 17.8248 11.9579 10.7460  C56 1.092
85 H 10.1182 12.4566 10.6802  C28 1.080
86 H 12.2446 16.3192 18.3115  C39 1.097
87 H 10.2615 7.5468 15.6227  C49 1.104
88 H 11.8777 9.5203 14.0066  C32 1.092
89 H 10.8787 14.7493 11.0230  C63 1.117
90 H 13.1755 10.5221 18.2084  C25 1.101
91 H 14.5758 14.4694 17.0283  C51 1.106
92 H 9.3210 10.6538 10.7517  C26 1.121
93 H 18.5184 13.4574 10.0078  C56 1.102
94 H 7.1290 9.8223 8.6482  C23 1.103
95 H 12.0899 17.9685 18.9197  C39 1.090
96 H 10.5820 11.9331 15.3427  C31 1.075
97 H 8.3255 12.9650 17.0516  C61 1.116
98 H 12.7695 14.5531 5.8250  C47 1.098
99 H 13.8521 14.3354 14.2001  C33 1.066
100 H 18.4408 15.4032 11.8401  N22 1.009
101 H 16.9052 17.0564 11.7506  C35 1.080
102 H 13.3679 9.7478 16.6762  C25 1.051
103 H 8.6766 15.2078 10.1392  C24 1.087
104 H 14.3385 9.7527 14.5685  C53 1.085
105 H 12.1519 18.7997 16.7140  C50 1.102
106 H 12.1597 7.9727 12.1611  C52 1.101
107 H 16.1419 11.5298 13.9268  C42 1.079
108 H 10.7127 9.5947 10.3842  C26 1.059
109 H 12.3038 10.5702 11.5189  C58 1.120
110 H 10.2280 14.6829 12.6610  C63 1.067
111 H 15.5363 15.8842 11.6953  C35 1.100
112 H 13.0243 13.4010 11.2108  N20 1.024
113 H 13.3606 14.7830 12.6137  C33 1.064
114 H 14.3400 13.2795 6.7531  C27 1.073
115 H 18.0499 10.6194 12.8108  C57 1.084
116 H 13.7780 17.5620 11.8362  C45 1.105
117 H 9.9466 9.2354 15.3985  C49 1.069
118 H 16.2630 16.3412 13.2082  C35 1.086
119 H 18.0363 9.1857 13.8597  C57 1.077
120 H 7.8679 14.6088 15.4250  C55 1.096
121 H 18.9451 12.9360 11.7161  C56 1.077
122 H 11.3595 13.8081 6.8520  C47 1.130
123 H 13.0978 12.2106 7.2701  C27 1.081
124 H 10.6174 11.9750 17.1186  C31 1.072
125 H 13.4624 19.3171 12.0827  C45 1.124
126 H 11.3217 18.9726 12.9742  C44 1.077
127 H 15.3916 13.6587 15.6631  C51 1.077
128 H 14.7261 9.7786 17.6890  C25 1.068
129 H 12.5325 8.2045 14.9929  C32 1.079
130 H 7.9238 8.6204 7.6767  C23 1.082
131 H 12.0387 6.5903 13.1630  C52 1.104
132 H 15.6415 8.7379 15.0339  C53 1.104

No. 2
C5H38NO15 | wB97M-V/def2-TZVPD

- calculated total energy (eV) = -38005.35036
- largest force on an atom (eV Å⁻¹) = 4.380
- net charge = -1
- molecular weight (g/mol) = 352.35
- 2S+1 = 1
- energy above the lowest of the compared OMol25 structures with the same formula, charge and spin (kcal/mol) = 97.8

Last columns: bonded neighbours and bond lengths (Å).
Cartesian coordinates (Å):
1 O -4.5652 0.8260 -0.4477  H31 0.968, H37 0.949
2 O -1.0262 -0.0758 -4.0577  H44 0.943, H46 0.953
3 O 0.5416 2.6375 -2.7224  H29 0.958
4 O -3.8918 -0.9948 1.9955  H48 0.971, H55 0.974
5 O 1.9371 2.0286 1.8240  H40 0.963, H47 0.977
6 O -1.5528 -0.5419 -0.5123  H23 0.962, H56 0.976
7 O -1.5125 2.8634 0.5542  H52 0.982, H54 0.959
8 O 1.7433 0.6601 -3.9706  H34 1.008, H45 0.964
9 O -0.0160 2.0151 3.7355  H26 0.973, H27 0.963
10 O 1.1171 3.3694 -0.3403  H36 0.965, H38 0.960
11 O 1.9732 -3.0895 -2.3395  H30 0.947, H57 1.022
12 O 4.4709 -0.2186 1.1169  C19 1.390, H53 0.987
13 O -0.5001 -2.2880 -2.4374  H50 0.970, H59 0.988
14 O -1.6389 0.8400 2.2878  H28 0.982, H58 0.961
15 O -1.8510 2.2262 -1.8869  H32 1.107, H49 0.963
16 N -1.5679 -2.8773 1.9871  C18 1.381, H24 0.998, H39 1.008
17 C 0.8442 -2.8989 2.0345  C18 1.321, C20 1.527, H25 1.111
18 C -0.3169 -2.4080 1.6393  N16 1.381, C17 1.321, H51 1.119
19 C 3.6215 -0.9273 0.2752  O12 1.390, C21 1.589, H35 1.087, H41 1.133
20 C 2.2758 -2.3829 1.9094  C17 1.527, C21 1.472, H33 1.171, H42 1.079
21 C 2.2047 -1.4148 0.8030  C19 1.589, C20 1.472, H22 1.079, H43 1.116
22 H 1.6246 -0.5057 0.7803  C21 1.079
23 H -2.4472 -0.6280 -0.1698  O6 0.962
24 H -1.8004 -3.2959 2.8622  N16 0.998
25 H 0.9227 -3.6742 2.8263  C17 1.111
26 H 0.4895 1.8979 2.9122  O9 0.973
27 H 0.4119 1.3599 4.2964  O9 0.963
28 H -1.4840 1.6093 1.6971  O14 0.982
29 H 0.3897 2.9505 -3.6149  O3 0.958
30 H 2.4938 -2.3052 -2.4435  O11 0.947
31 H -3.6880 1.2359 -0.4453  O1 0.968
32 H -0.8422 2.3065 -2.3364  O15 1.107
33 H 2.5259 -1.8752 2.9351  C20 1.171
34 H 1.5141 1.4146 -3.3426  O8 1.008
35 H 4.0464 -1.8962 0.0268  C19 1.087
36 H 0.7968 2.7954 -1.0467  O10 0.965
37 H -4.4567 0.0667 0.1118  O1 0.949
38 H 1.6995 3.9584 -0.8252  O10 0.960
39 H -2.3758 -2.3789 1.6477  N16 1.008
40 H 1.8274 2.6465 1.0937  O5 0.963
41 H 3.4424 -0.2659 -0.6266  C19 1.133
42 H 3.0998 -3.0686 1.7839  C20 1.079
43 H 1.7297 -1.8796 -0.0938  C21 1.116
44 H -1.0912 -0.9648 -3.7500  O2 0.943
45 H 0.8877 0.4218 -4.3446  O8 0.964
46 H -1.5779 0.5855 -3.6499  O2 0.953
47 H 1.5357 1.2532 1.3859  O5 0.977
48 H -4.6775 -0.6247 1.5616  O4 0.971
49 H -2.2461 3.0376 -1.5510  O15 0.963
50 H -0.9868 -2.8804 -1.8428  O13 0.970
51 H -0.4138 -1.6933 0.7845  C18 1.119
52 H -1.4620 2.5269 -0.3674  O7 0.982
53 H 4.0469 0.3907 1.7673  O12 0.987
54 H -0.6390 3.1208 0.8561  O7 0.959
55 H -3.3011 -0.2220 2.0357  O4 0.974
56 H -1.5356 0.3622 -0.8805  O6 0.976
57 H 1.0832 -2.7600 -2.7178  O11 1.022
58 H -1.5586 1.0719 3.2172  O14 0.961
59 H -0.2741 -1.4419 -1.9806  O13 0.988

No. 3
C4H5FOS | wB97M-V/def2-TZVPD

- calculated total energy (eV) = -19827.15329
- SMILES string = C=COC(=S)CF
- largest force on an atom (eV Å⁻¹) = 2.692
- net charge = 0
- molecular weight (g/mol) = 120.15
- 2S+1 = 1
- energy above the lowest of the compared OMol25 structures with the same formula, charge and spin (kcal/mol) = 33.0

Last columns: bonded neighbours and bond lengths (Å).
Cartesian coordinates (Å):
1 S 2.6136 1.4890 -0.0785  C4 1.641
2 F 0.7658 -1.8021 -0.3277  C5 1.357
3 O 0.1999 0.8742 -0.5609  C4 1.307, C7 1.391
4 C 1.3277 0.4699 -0.0375  S1 1.641, O3 1.307, C5 1.566
5 C 1.4144 -0.9835 0.5389  F2 1.357, C4 1.566, H8 1.082, H10 1.102
6 C -2.2155 0.7921 -0.3996  C7 1.297, H9 1.064, H12 1.098
7 C -1.0355 0.2538 -0.4079  O3 1.391, C6 1.297, H11 1.086
8 H 2.4319 -1.3126 0.7056  C5 1.082
9 H -2.4237 1.8335 -0.3426  C6 1.064
10 H 0.9689 -0.9264 1.5457  C5 1.102
11 H -0.9578 -0.8284 -0.3690  C7 1.086
12 H -3.0897 0.1406 -0.2665  C6 1.098

- Which formula does entry 1 have?
  C41H69N3O19